Record 1
{
  "formula": "C6H10ClF",
  "method": "ωB97M-V with the def2-TZVPD basis set",
  "max_force_ev_per_a": 2.956,
  "smiles": "C/C(=C\\CCF)CCl",
  "total_energy_ev": -21623.0482,
  "gap_ev": 10.243,
  "charge": 0,
  "e_homo_ev": -9.4,
  "species": ["C", "C", "C", "C", "C", "C", "H", "H", "H", "H", "H", "H", "H", "H", "H", "H", "F", "Cl"],
  "xyz": [[-0.826, 1.955, -0.082], [-0.533, 0.531, 0.409], [-1.693, -0.312, 0.899], [0.609, -0.128, 0.170], [1.771, 0.506, -0.420], [3.122, 0.136, 0.101], [-1.879, 2.255, 0.196], [-0.780, 1.954, -1.168], [-0.120, 2.740, 0.323], [-2.400, 0.193, 1.595], [-1.250, -1.183, 1.479], [0.798, -1.191, 0.192], [1.706, 0.156, -1.410], [1.652, 1.606, -0.527], [3.289, 0.356, 1.166], [3.986, 0.564, -0.409], [3.176, -1.228, -0.081], [-2.840, -0.736, -0.422]],
  "atomic_forces_ev_per_a": [[-0.342, 0.336, 1.167], [-0.650, -0.770, -0.349], [0.181, 0.141, 1.559], [-0.446, 0.559, 0.730], [0.503, 2.878, -0.447], [0.220, 0.045, 0.652], [1.165, -0.315, -0.196], [0.079, 0.183, -0.115], [-0.734, -0.914, -0.432], [0.926, -0.004, -0.277], [-0.942, 0.597, -1.216], [-0.826, -0.355, 0.828], [0.478, -0.416, -1.796], [0.192, -0.534, 0.342], [-0.374, -0.144, -0.106], [-0.311, 0.198, -0.402], [0.611, -1.080, 0.204], [0.268, -0.403, -0.144]]
}

Record 2
{
  "formula": "C4H11PS",
  "method": "ωB97M-V with the def2-TZVPD basis set",
  "max_force_ev_per_a": 3.288,
  "total_energy_ev": -24448.1158,
  "gap_ev": [7.469, 7.470],
  "charge": 0,
  "e_homo_ev": [-7.5, -7.5],
  "species": ["C", "C", "C", "C", "P", "S", "H", "H", "H", "H", "H", "H", "H", "H", "H", "H", "H"],
  "xyz": [[-1.029, -1.868, 1.352], [-0.500, 1.948, -0.453], [1.036, -0.142, -2.127], [-0.067, -0.753, 1.661], [0.890, 0.706, -0.378], [2.625, 1.221, 0.370], [-1.319, -2.464, 2.204], [-1.934, -1.320, 1.100], [-0.836, -2.666, 0.679], [-1.535, 1.605, -0.470], [-0.387, 2.574, 0.405], [-0.177, 2.515, -1.337], [1.401, -1.120, -1.983], [0.027, -0.035, -2.350], [1.563, 0.467, -2.870], [0.897, -0.763, 2.208], [-0.656, 0.094, 1.989]],
  "atomic_forces_ev_per_a": [[-0.449, 0.753, 0.717], [1.302, -0.329, -0.859], [0.196, 2.562, 2.051], [1.041, 1.411, -1.782], [-0.147, -2.322, 1.580], [-0.527, 0.403, -0.325], [0.050, 0.101, 1.090], [-0.282, -0.505, -0.528], [0.754, -0.120, -1.242], [0.337, -0.374, -0.394], [0.251, 0.447, 0.615], [-0.722, 0.244, 0.086], [0.284, -1.024, -0.063], [-2.055, -0.772, -0.996], [0.353, -0.141, 0.587], [-0.571, -0.635, -0.680], [0.188, 0.304, 0.144]]
}

Record 3
{
  "formula": "C19H15MoNS7Sb",
  "method": "ωB97M-V with the def2-TZVPD basis set",
  "max_force_ev_per_a": 4.528,
  "total_energy_ev": -105678.1150,
  "gap_ev": [6.611, 5.912],
  "spin_multiplicity": 4,
  "charge": 0,
  "s2": 3.783,
  "e_homo_ev": [-7.1, -7.7],
  "species": ["Mo", "S", "C", "C", "C", "C", "C", "C", "S", "C", "C", "C", "C", "C", "C", "C", "S", "C", "C", "C", "C", "C", "C", "S", "N", "H", "H", "H", "H", "H", "H", "H", "H", "H", "H", "H", "H", "H", "H", "H", "S", "Sb", "S", "S"],
  "xyz": [[0.001, -1.585, -0.456], [-2.227, -1.179, -1.416], [-3.370, -1.307, -0.130], [-4.699, -1.608, -0.340], [-5.562, -1.807, 0.730], [-5.054, -1.827, 2.022], [-3.755, -1.483, 2.290], [-2.892, -1.140, 1.219], [-1.271, -0.583, 1.426], [-1.487, 1.194, 0.752], [-0.416, 1.727, -0.139], [-0.103, 3.127, -0.281], [0.924, 3.530, -1.036], [1.626, 2.548, -1.770], [1.275, 1.237, -1.630], [2.062, 0.224, -2.401], [2.534, -1.185, -1.256], [3.251, -0.209, 0.023], [4.375, 0.614, -0.353], [4.918, 1.438, 0.611], [4.377, 1.416, 1.918], [3.296, 0.592, 2.250], [2.700, -0.237, 1.248], [1.526, -1.514, 1.564], [0.342, 0.819, -0.743], [-5.011, -1.727, -1.369], [-6.609, -2.029, 0.539], [-5.606, -2.259, 2.829], [-3.287, -1.491, 3.283], [-1.807, 1.842, 1.647], [-2.376, 0.986, 0.146], [-0.585, 3.937, 0.213], [1.293, 4.461, -1.005], [2.426, 2.749, -2.392], [2.904, 0.687, -2.885], [1.428, -0.208, -3.191], [4.885, 0.620, -1.348], [5.773, 2.045, 0.304], [4.826, 2.018, 2.719], [3.101, 0.396, 3.274], [-2.948, -3.956, -2.244], [-0.754, -4.590, -2.016], [0.146, -2.436, -2.801], [-0.173, -3.847, 0.199]],
  "atomic_forces_ev_per_a": [[2.024, 0.566, -0.634], [-0.263, -0.245, -0.800], [0.968, 0.361, 2.210], [-0.414, 0.142, -0.193], [0.228, -0.203, -0.273], [-0.246, -0.461, 0.226], [2.255, 0.757, -0.658], [-2.553, -0.653, -1.040], [0.397, 0.902, 0.296], [-1.437, -0.127, 1.408], [1.025, 0.865, 0.488], [-1.356, -1.326, 0.920], [1.090, -4.122, -1.523], [-1.806, 0.273, 1.353], [0.452, -0.180, 0.241], [-0.926, -1.014, 0.487], [-0.802, 0.107, -1.036], [2.102, 1.510, -2.998], [-0.425, -0.424, 0.467], [-0.262, -0.034, 0.107], [-0.246, -0.121, 0.106], [1.043, -0.448, -1.570], [0.242, 0.115, 1.960], [-0.194, 0.233, 0.323], [-0.389, -0.315, -0.854], [-0.278, 0.030, 0.042], [0.195, -0.098, 0.084], [-0.660, 0.215, 0.329], [-0.614, -0.045, -0.259], [0.774, -0.801, -1.474], [0.044, 0.505, -0.040], [-0.919, -0.101, 0.818], [0.864, 3.507, -0.091], [1.477, 0.741, -1.106], [0.515, -0.018, 0.058], [0.245, -0.152, 0.320], [-0.941, -0.365, 0.829], [-0.246, -0.020, 0.525], [-0.107, -0.251, -0.411], [-0.666, 0.238, 0.786], [-1.253, 0.330, -0.051], [1.353, 0.402, -0.047], [-0.011, -0.111, 0.366], [-0.278, -0.164, 0.309]]
}